1.
Below is a cluster of 2 separate species, CH4P2S3 in total, with properties calculated with the ωB97M-V functional and the def2-TZVPD basis.

Calculated values
Gap between HOMO and LUMO (spin up / spin down) ... 5.96 / 5.96 eV
HOMO energy (spin up / spin down) ... -8.09 / -8.10 eV

Last column: Mulliken charge in e.
Cartesian coordinates (Å):
C  2.003  -0.312  -1.001  -0.713
P  -4.021  -0.110  0.490  0.354
P  -0.506  0.298  0.728  0.138
S  -3.219  -1.720  1.132  -0.101
S  0.941  1.140  -0.559  -0.118
S  -1.825  1.816  0.613  -0.356
H  1.771  -1.285  -0.391  0.266
H  3.085  -0.014  -0.793  0.258
H  1.852  -0.432  -2.130  0.228
H  -0.080  0.618  1.910  0.045

---

2.
Below is a cluster of 2 separate species, CH4S in total, with properties calculated with the ωB97M-V functional and the def2-TZVPD basis.

Calculated values
Gap between HOMO and LUMO ... 6.84 eV
HOMO energy ... -9.51 eV

Last column: Mulliken charge in e.
Cartesian coordinates (Å):
C  -0.443  -0.098  -0.152  -0.950
S  2.016  0.685  0.882  -0.157
H  -1.069  0.345  -0.905  0.288
H  -0.835  -0.238  0.852  0.319
H  0.518  0.458  -0.308  0.147
H  -0.187  -1.152  -0.368  0.352

---

Relative energy (zero: lowest compared OMol25 entry of this formula, charge and spin): 52.3 80.9 (kcal per mole)